Formula: C3H8O2
Source: OMol25
Level of theory: the ωB97M-V functional and the def2-TZVPD basis

Energy relative to the best compared isomer or geometry (same formula, charge and spin), kJ/mol: 141.8
SMILES: CC=O.CO
Gap between HOMO and LUMO, eV: 10.711
Electronic energy, eV: -7334.58058

```
! RIJCOSX wB97M-V def2-TZVPD def2/J DEFGRID3
* xyz 0 1
C -2.4315 -0.6322 -0.8604
O -1.7677 0.3369 -0.0809
H -3.4865 -0.7626 -0.6184
H -2.3498 -0.2797 -1.8833
H -1.9642 -1.5993 -0.7621
H -2.0139 0.3849 0.8434
O 1.2508 1.5637 1.6457
C 2.0830 0.8211 1.2061
C 1.9429 0.0514 -0.0801
H 3.0483 0.6590 1.7323
H 1.4963 0.5939 -0.9073
H 1.2945 -0.7941 0.1752
H 2.8977 -0.3429 -0.4102
*
```

=====

Formula: C3H8O2
Source: OMol25
Level of theory: the ωB97M-V functional and the def2-TZVPD basis

Energy relative to the best compared isomer or geometry (same formula, charge and spin), kJ/mol: 425.5
Gap between HOMO and LUMO, eV: 9.341
Electronic energy, eV: -7331.64013

```
! RIJCOSX wB97M-V def2-TZVPD def2/J DEFGRID3
* xyz 0 1
C 1.7073 0.8609 0.3841
O 0.4235 0.4729 0.8419
C -0.4301 -1.0368 -0.1624
C -1.6838 -0.3392 -0.2975
O -1.6134 0.8934 -0.6821
H 1.8819 1.9203 0.6023
H 2.4516 0.2610 0.9137
H 1.8217 0.7061 -0.6981
H 0.2953 -0.8846 -0.9566
H -0.3424 -1.9427 0.4368
H -1.7651 -1.2513 -1.1197
H -2.4669 -0.6577 0.4187
H -0.2797 0.9977 0.3188
*
```

=====

Formula: C3H8O2PS
Source: OMol25
Level of theory: the ωB97M-V functional and the def2-TZVPD basis

Energy relative to the best compared isomer or geometry (same formula, charge and spin), kJ/mol: 20.4
SMILES: CCS[P@](C)(=O)[O-]
Gap between HOMO and LUMO, eV: 7.575
Electronic energy, eV: -27462.43666

```
! RIJCOSX wB97M-V def2-TZVPD def2/J DEFGRID3
* xyz -1 1
C 1.1990 2.0690 0.0143
C -0.9071 -2.6664 -0.6168
C -0.2446 1.7960 0.3680
O -0.8165 -1.1320 1.6587
O 1.2697 -1.1615 0.0958
P -0.1576 -1.2746 0.3416
S -0.9583 0.7363 -0.8875
H 1.8723 1.2967 -0.2669
H 1.1816 2.6581 -0.8157
H 1.8593 2.6623 0.7214
H -0.3172 -2.8856 -1.4678
H -0.8659 -3.4013 0.1083
H -1.8208 -2.4295 -0.9312
H -1.0526 2.4967 0.4659
H -0.2415 1.2358 1.2122
*
```

=====

Formula: C3H8O2S
Source: OMol25
Level of theory: the ωB97M-V functional and the def2-TZVPD basis

Energy relative to the best compared isomer or geometry (same formula, charge and spin), kJ/mol: 338.3
Gap between HOMO and LUMO, eV: 8.219
Electronic energy, eV: -18167.73872

```
! RIJCOSX wB97M-V def2-TZVPD def2/J DEFGRID3
* xyz 0 1
O 1.8330 1.4149 -2.2376
C 0.8378 0.8118 -1.8793
C 0.3165 0.4604 -0.5219
C -1.1923 0.6853 -0.2607
S -1.2851 0.5421 1.6133
H 0.2568 0.3496 -2.7458
H 0.4460 -0.5981 -0.4004
H 0.8072 1.0481 0.2237
H -1.9040 0.0205 -0.7639
H -1.5463 1.7155 -0.4286
H -1.2705 -1.1680 0.8334
H 1.3180 -2.3466 2.5478
H 0.3196 -1.1961 2.1758
O 1.0634 -1.7394 1.8442
*
```

=====

Formula: C3H8O2S
Source: OMol25
Level of theory: the ωB97M-V functional and the def2-TZVPD basis

Energy relative to the best compared isomer or geometry (same formula, charge and spin), kJ/mol: 115.0
SMILES: O=CCCS.O
Gap between HOMO and LUMO, eV: 9.753
Electronic energy, eV: -18170.05306

```
! RIJCOSX wB97M-V def2-TZVPD def2/J DEFGRID3
* xyz 0 1
O 2.2721 1.1131 -0.3030
C 1.1061 1.2126 -0.0666
C 0.2684 0.1761 0.6864
C -1.2101 0.6090 0.6464
S -2.3640 -0.4710 1.4975
H 0.5338 2.1563 -0.2671
H 0.7413 0.0927 1.6740
H 0.3481 -0.8511 0.3321
H -1.1916 1.5799 1.1909
H -1.4855 0.9192 -0.3483
H -1.9034 -1.6397 0.9663
H 0.4827 -1.5315 -2.5893
H 1.2808 -2.0953 -1.4872
O 1.1213 -1.2704 -1.9319
*
```

=====

Formula: C3H8O2S2
Source: OMol25
Level of theory: the ωB97M-V functional and the def2-TZVPD basis

Energy relative to the best compared isomer or geometry (same formula, charge and spin), kJ/mol: 170.7
SMILES: O=CCCSS.O
Gap between HOMO and LUMO, eV: 8.818
Electronic energy, eV: -29005.07974

```
! RIJCOSX wB97M-V def2-TZVPD def2/J DEFGRID3
* xyz 0 1
C -1.0230 -0.6609 1.3157
C -0.7309 -1.7776 0.3664
O -1.0770 -1.9251 -0.7771
C -1.1879 0.6938 0.6653
S -0.2512 2.1746 1.3642
S 1.3397 2.0818 -0.0777
H -0.2876 -0.5779 2.1354
H -1.9294 -1.0580 1.8468
H -0.3441 -2.6824 0.8768
H -2.2326 0.9700 0.8635
H -1.1126 0.7507 -0.4262
H 0.4700 1.8730 -1.0925
H 2.9747 -0.5921 -1.9827
H 3.0312 0.6982 -2.6671
O 2.3606 0.0318 -2.4107
*
```

=====

Formula: C3H8O2SSi
Source: OMol25
Level of theory: the ωB97M-V functional and the def2-TZVPD basis

Energy relative to the best compared isomer or geometry (same formula, charge and spin), kJ/mol: 399.7
Gap between HOMO and LUMO (spin up / spin down), eV: 7.477 / 7.475
Electronic energy, eV: -26044.59869

```
! RIJCOSX wB97M-V def2-TZVPD def2/J DEFGRID3
* xyz 0 1
C 0.1593 0.8410 1.0614
C -1.0684 -0.4670 -0.8632
C -0.8955 -1.7627 -0.2718
O -1.3900 2.2574 -0.4906
O 1.4938 -0.2659 -1.1187
Si 1.8175 0.8484 -0.1025
S -1.3054 0.8851 0.1244
H 0.2301 -0.1069 1.6849
H -0.1553 1.6842 1.7839
H -1.4129 -0.4159 -1.8700
H -0.0844 -1.6234 0.4792
H -0.5197 -2.5416 -1.0343
H -1.8910 -2.0518 0.0380
H 2.3641 2.1474 -0.6191
H 2.6579 0.5716 1.1984
*
```

=====

Formula: C3H8O2Si2
Source: OMol25
Level of theory: the ωB97M-V functional and the def2-TZVPD basis

Energy relative to the best compared isomer or geometry (same formula, charge and spin), kJ/mol: 269.5
Gap between HOMO and LUMO, eV: 9.125
Electronic energy, eV: -23090.31460

```
! RIJCOSX wB97M-V def2-TZVPD def2/J DEFGRID3
* xyz 0 1
C -1.7905 1.3032 -0.9472
C -1.4722 0.0287 -1.0725
C 0.3335 -2.4594 -0.0648
O 0.0163 1.5166 1.9167
O 1.4350 0.3490 -0.3957
Si 1.4559 1.6316 1.5185
Si 0.2089 -0.5683 -0.5213
H -2.7245 1.5108 -1.3556
H -1.1203 2.1778 -0.7561
H -2.3085 -0.6133 -1.2377
H -0.5456 -2.9559 -0.5266
H 1.4102 -2.6321 -0.4417
H 0.4600 -2.5202 0.9860
H 2.1927 2.5734 0.7078
H 2.4491 0.6581 2.1903
*
```

=====

Formula: C3H8O3
Source: OMol25
Level of theory: the ωB97M-V functional and the def2-TZVPD basis

Energy relative to the best compared isomer or geometry (same formula, charge and spin), kJ/mol: 48.6
SMILES: CCC(=O)O.O
Gap between HOMO and LUMO, eV: 11.255
Electronic energy, eV: -9383.29783

```
! RIJCOSX wB97M-V def2-TZVPD def2/J DEFGRID3
* xyz 0 1
O -0.6762 -1.6042 0.0983
C 0.0775 -0.7815 -0.4982
O 1.0307 -1.1488 -1.3143
C 0.0935 0.7146 -0.1437
C -0.0624 1.6884 -1.3263
H 1.1158 -2.0983 -1.2261
H -0.6728 0.8734 0.6216
H 1.0294 0.8388 0.3517
H 0.8738 1.6230 -1.9007
H -0.9461 1.3903 -1.9894
H -0.2805 2.7078 -0.9742
H -0.8011 -0.8624 3.2798
H -0.5440 -1.7415 2.0034
O -0.2375 -1.5996 3.0180
*
```

=====

Formula: C3H8O3
Source: OMol25
Level of theory: the ωB97M-V functional and the def2-TZVPD basis

Energy relative to the best compared isomer or geometry (same formula, charge and spin), kJ/mol: 29.3
SMILES: COC(C)=O.O
Gap between HOMO and LUMO, eV: 11.761
Electronic energy, eV: -9383.49851

```
! RIJCOSX wB97M-V def2-TZVPD def2/J DEFGRID3
* xyz 0 1
O 1.9898 1.7919 1.9690
O 0.8098 2.9385 3.5195
C 0.9349 2.0436 2.5097
C 2.0354 3.5692 3.9004
C -0.3961 1.4328 2.1771
H 1.7987 4.2662 4.7218
H 2.4795 4.1427 3.0694
H 2.7796 2.8396 4.2615
H -0.8103 0.9093 3.0552
H -1.1104 2.2124 1.8630
H -0.2842 0.7062 1.3548
O 1.5115 -0.2295 -0.1203
H 1.8693 0.4327 0.5135
H 2.2938 -0.5242 -0.6393
*
```

=====

Formula: C3H8O3
Source: OMol25
Level of theory: the ωB97M-V functional and the def2-TZVPD basis

Energy relative to the best compared isomer or geometry (same formula, charge and spin), kJ/mol: 109.9
SMILES: OCC(O)CO
Gap between HOMO and LUMO, eV: 11.059
Electronic energy, eV: -9382.66249

```
! RIJCOSX wB97M-V def2-TZVPD def2/J DEFGRID3
* xyz 0 1
C -1.2427 -0.1334 0.5020
C -0.0298 0.7517 0.2233
C 1.2828 0.0061 0.4065
H -0.5945 -1.4796 -0.7083
H -1.0696 -0.6939 1.4452
H -2.1465 0.4543 0.6471
H -0.0415 1.5948 0.9320
H -0.7761 0.6521 -1.5162
H 2.1391 0.6976 0.2541
H 1.3244 -0.3977 1.4441
H 1.3316 -0.6153 -1.3998
O -1.4298 -1.0158 -0.5876
O -0.1106 1.2415 -1.0911
O 1.3631 -1.0623 -0.5512
*
```

=====

Formula: C3H8O3Pd
Source: OMol25
Level of theory: the ωB97M-V functional and the def2-TZVPD basis

Energy relative to the best compared isomer or geometry (same formula, charge and spin), kJ/mol: 28.1
<S²>: 2.00
Gap between HOMO and LUMO (spin up / spin down), eV: 8.427 / 8.667
Electronic energy, eV: -12854.19820

```
! RIJCOSX wB97M-V def2-TZVPD def2/J DEFGRID3
* xyz 0 3
O -0.4364 -2.0147 0.5506
C -0.0906 -1.1781 1.6047
C -0.0443 0.2921 1.1867
O 0.8085 0.3946 0.0496
C 0.4859 1.3877 -0.9221
H 0.9039 -1.4400 2.0243
H -0.8142 -1.2461 2.4418
H 0.3784 0.9324 1.9760
H -1.0689 0.6295 0.9466
H 1.4382 1.8676 -1.1933
H 0.0160 1.0133 -2.1293
H -0.3624 2.0122 -0.5973
Pd 0.1950 -1.1690 -0.8789
O -0.2632 -0.7053 -2.3471
H -1.1458 -0.7763 -2.7123
*
```

=====

Formula: C3H8O3SSn
Source: OMol25
Level of theory: the ωB97M-V functional and the def2-TZVPD basis

Energy relative to the best compared isomer or geometry (same formula, charge and spin), kJ/mol: 226.2
Gap between HOMO and LUMO, eV: 2.633
Electronic energy, eV: -26025.96795

```
! RIJCOSX wB97M-V def2-TZVPD def2/J DEFGRID3
* xyz 2 1
Sn 10.7469 -20.4338 -0.5395
O 14.1561 -20.6783 2.4645
S 15.3693 -21.3952 2.7654
O 16.4214 -21.4960 1.7819
O 15.9936 -20.6424 4.0761
C 15.0617 -20.0470 5.0423
C 15.9938 -19.5375 6.1600
C 14.9529 -23.0182 3.4332
H 14.3386 -20.7861 5.3871
H 14.5768 -19.1758 4.6017
H 16.5887 -20.4117 6.4246
H 15.5601 -19.1134 7.0657
H 16.6403 -18.7806 5.7159
H 15.8165 -23.6827 3.4585
H 14.3578 -23.5183 2.6690
H 14.4698 -22.8690 4.3988
*
```

=====

Formula: C3H8O4
Source: OMol25
Level of theory: the ωB97M-V functional and the def2-TZVPD basis

Energy relative to the best compared isomer or geometry (same formula, charge and spin), kJ/mol: 227.8
SMILES: COC(O)O.C=O
Gap between HOMO and LUMO, eV: 10.271
Electronic energy, eV: -11428.90802

```
! RIJCOSX wB97M-V def2-TZVPD def2/J DEFGRID3
* xyz 0 1
C -1.9505 -0.8649 -0.3154
C -0.3237 0.7411 0.2387
O -1.6202 0.3161 0.3999
O -0.1080 1.7908 1.0948
O -0.0067 0.9868 -1.0626
H -0.4252 2.5970 0.6680
H -3.0017 -1.0458 -0.1133
H -1.8019 -0.7294 -1.3877
H -1.3531 -1.7107 0.0402
C 2.2094 -0.6485 0.2910
O 2.2747 -0.2588 -0.8699
H 0.9343 0.6648 -1.2437
H 2.1958 -1.7232 0.5362
H 2.5509 -0.0132 1.1241
H 0.4258 -0.1024 0.5996
*
```

=====

Formula: C3H8O4
Source: OMol25
Level of theory: the ωB97M-V functional and the def2-TZVPD basis

Energy relative to the best compared isomer or geometry (same formula, charge and spin), kJ/mol: 836.6
SMILES: C=C(C)OO.OO
Gap between HOMO and LUMO, eV: 9.476
Electronic energy, eV: -11422.59869

```
! RIJCOSX wB97M-V def2-TZVPD def2/J DEFGRID3
* xyz 0 1
C 0.8475 1.6091 -0.5108
C 0.4062 0.3891 0.1946
C 0.0350 0.1087 1.4238
O 0.8433 -0.9319 -0.8124
O 1.0304 -2.1284 -0.0509
H 1.9870 -2.2598 -0.1175
H 0.8957 2.4273 0.2088
H 0.1652 1.8807 -1.3158
H 1.8344 1.4573 -0.9477
H -0.0174 0.9050 2.1518
H -0.2696 -0.8850 1.7142
O -1.5318 -0.2250 -0.8781
O -2.4148 -1.0235 -0.0832
H -3.1994 -0.4602 -0.0308
H -0.6116 -0.8634 -0.9459
*
```

=====

Formula: C3H8O4S2
Source: OMol25
Level of theory: the ωB97M-V functional and the def2-TZVPD basis

Energy relative to the best compared isomer or geometry (same formula, charge and spin), kJ/mol: 70.3
SMILES: CS(=O)(=O)CC[SH](=O)=O
Gap between HOMO and LUMO, eV: 11.541
Electronic energy, eV: -33098.04292

```
! RIJCOSX wB97M-V def2-TZVPD def2/J DEFGRID3
* xyz 0 1
C 1.5595 -1.9517 -0.5249
C -0.8266 1.7036 -0.6786
C 0.3290 0.6585 -0.0302
O -0.2708 3.0269 1.5792
O -2.3957 3.7559 0.6222
O -1.1182 -1.4042 -0.8147
O 0.4500 -0.4836 -2.4909
S -1.3892 2.7182 0.8102
S 0.1921 -0.8882 -1.1307
H 1.5602 -3.0441 -0.7605
H 2.4155 -1.4505 -1.0054
H 1.7179 -1.7729 0.6056
H -0.2846 2.3261 -1.3623
H -1.6382 1.1516 -1.0690
H -0.2584 0.5932 0.9611
H 1.2478 1.2612 -0.0055
H -1.9845 1.5879 1.3922
*
```

=====

Formula: C3H8OS
Source: OMol25
Level of theory: the ωB97M-V functional and the def2-TZVPD basis

Energy relative to the best compared isomer or geometry (same formula, charge and spin), kJ/mol: 108.4
SMILES: OCCCS
Gap between HOMO and LUMO, eV: 9.883
Electronic energy, eV: -16122.11350

```
! RIJCOSX wB97M-V def2-TZVPD def2/J DEFGRID3
* xyz 0 1
C -1.1665 -0.0032 0.3752
C -0.1156 -0.0064 -0.6800
C 1.2033 0.5800 -0.0012
H -2.8645 -0.3849 -0.6188
H -1.5445 1.0912 0.4906
H -0.7737 -0.4317 1.2662
H -0.3235 0.7435 -1.4661
H 0.0905 -0.9811 -0.9698
H 1.6343 1.5768 -0.2398
H 1.1179 0.4128 1.0584
H 2.2858 -1.0917 1.0187
O -2.2124 -0.8944 -0.1090
S 2.6686 -0.6108 -0.1245
*
```

=====

Formula: C3H8OS
Source: OMol25
Level of theory: the ωB97M-V functional and the def2-TZVPD basis

Energy relative to the best compared isomer or geometry (same formula, charge and spin), kJ/mol: 134.9
SMILES: C=CO.CS
Gap between HOMO and LUMO, eV: 9.853
Electronic energy, eV: -16121.83936

```
! RIJCOSX wB97M-V def2-TZVPD def2/J DEFGRID3
* xyz 0 1
C -1.4816 1.1505 -0.3986
S -0.9529 0.7760 1.3311
H -2.2451 0.4728 -0.7730
H -1.7510 2.1899 -0.4133
H -0.6187 0.9058 -1.0154
H -2.2056 0.8402 1.7911
C 0.7488 -1.6926 0.0099
C 1.8084 -0.9047 -0.0585
O 1.7896 0.2723 -0.8146
H 0.8762 -2.6913 0.3983
H -0.2184 -1.3074 -0.2650
H 2.7542 -1.0181 0.4566
H 1.4961 1.0067 -0.2486
*
```

=====

Formula: C3H8OS
Source: OMol25
Level of theory: the ωB97M-V functional and the def2-TZVPD basis

Energy relative to the best compared isomer or geometry (same formula, charge and spin), kJ/mol: 98.8
SMILES: CC=O.CS
Gap between HOMO and LUMO, eV: 9.847
Electronic energy, eV: -16122.21350

```
! RIJCOSX wB97M-V def2-TZVPD def2/J DEFGRID3
* xyz 0 1
C -2.8121 0.3762 0.1913
S -1.5497 -0.9680 -0.2769
H -2.7238 1.1834 -0.5332
H -3.7343 -0.1846 0.1679
H -2.5541 0.6557 1.2007
H -0.4868 -0.2148 -0.5049
O 2.3496 -1.6953 -0.9474
C 2.4184 -0.5273 -0.7067
C 1.6826 0.0997 0.4606
H 3.1293 0.1524 -1.2220
H 1.1289 -0.6317 1.0259
H 0.9611 0.8586 0.1270
H 2.1910 0.8957 1.0177
*
```

=====

Formula: C3H8OS
Source: OMol25
Level of theory: the ωB97M-V functional and the def2-TZVPD basis

Energy relative to the best compared isomer or geometry (same formula, charge and spin), kJ/mol: 56.3
SMILES: CC=O.CS
Gap between HOMO and LUMO, eV: 9.807
Electronic energy, eV: -16122.65364

```
! RIJCOSX wB97M-V def2-TZVPD def2/J DEFGRID3
* xyz 0 1
C 0.3561 1.6006 -1.5178
S -0.0550 2.2712 0.1057
H 0.5918 0.5487 -1.4743
H 1.2291 2.1187 -1.9142
H -0.5036 1.6640 -2.1769
H 0.2045 1.2290 0.8749
O 0.6795 -1.8999 -0.4416
C 0.2705 -1.9382 0.6877
C -1.0909 -2.4898 1.0622
H 0.8684 -1.5528 1.5429
H -1.8034 -2.1324 0.3286
H -1.0142 -3.5626 0.8650
H -1.2790 -2.3195 2.1068
*
```